Entry 1:
Density functional theory data (ωB97M-V/def2-TZVPD) for C50H55BrN2O3P2SeSiTl as an isolated structure.

Structure (ORCA input):
```
! RIJCOSX wB97M-V def2-TZVPD def2/J DEFGRID3
* xyz -1 1
Tl 0.5503 -0.2530 -1.4755
O -1.6795 -0.0776 0.6665
P -2.4421 -0.9820 1.6383
C -2.4915 -2.7011 1.1110
P -1.0450 -3.5959 0.4283
O -0.4783 -2.8993 -0.8163
C 0.1892 -4.0114 1.7308
C -0.0257 -4.7503 2.8815
C 1.0024 -5.2966 3.6169
C 2.3348 -4.9996 3.3139
C 2.5458 -4.2871 2.1470
C 1.5133 -3.8403 1.3230
C -1.8926 -5.1973 -0.0038
C -1.7728 -5.7030 -1.2952
C -2.3888 -6.8995 -1.6438
C -3.0234 -7.6961 -0.6909
C -3.2829 -7.1010 0.5499
C -2.6807 -5.8879 0.9346
C -1.7745 -0.8982 3.3090
C -0.8531 0.0827 3.6679
C -0.3586 0.1168 4.9652
C -0.7794 -0.7813 5.9062
C -1.7353 -1.7353 5.5362
C -2.2405 -1.8025 4.2464
C -4.1946 -0.5550 1.9716
C -5.2643 -1.3674 2.2624
C -6.5466 -0.8450 2.5169
C -6.7723 0.5652 2.5097
C -5.6828 1.3533 2.1808
C -4.3895 0.8214 2.0334
H -3.2918 -2.8353 0.3512
H -2.8309 -3.2328 2.0210
H -1.0057 -4.9520 3.2454
H 0.6900 -5.9256 4.4265
H 3.1244 -5.2876 3.9609
H 3.5593 -3.9925 1.8968
H 1.7311 -3.2784 0.4220
H -1.2595 -5.1220 -1.9670
H -2.3124 -7.2559 -2.6974
H -3.3800 -8.6963 -0.8991
H -3.8957 -7.6393 1.3086
H -2.7441 -5.6022 1.9700
H -0.5852 0.8542 2.9183
H 0.2800 0.9789 5.2503
H -0.3355 -0.7794 6.9166
H -2.1667 -2.4405 6.2309
H -3.0447 -2.5162 3.9726
H -5.0513 -2.4130 2.3718
H -7.3603 -1.5207 2.7084
H -7.7811 0.8933 2.5435
H -5.7580 2.4017 2.0774
H -3.4935 1.4281 1.8313
C 0.5375 8.3629 -2.6757
C 0.1991 8.1721 -1.2213
C -1.3355 8.4321 -1.0450
C 1.0166 9.1285 -0.2996
C 0.4451 6.6929 -0.8141
C -0.2846 5.6520 -1.4691
C -0.0983 4.3435 -1.1234
Br -1.0543 3.1353 -2.1720
C 0.7440 3.9551 -0.0324
O 0.9022 2.7300 0.2610
C 1.4227 5.0312 0.6164
C 1.3208 6.3806 0.2207
C 2.4974 4.6641 1.6754
C 1.7803 3.9528 2.8893
C 3.1620 5.9171 2.3403
C 3.6613 3.8453 1.0655
H 0.2578 9.3721 -3.0694
H -0.0037 7.6579 -3.2726
H 1.6153 8.3288 -2.8756
H -1.5391 9.4940 -1.1094
H -1.6341 8.0616 -0.0367
H -1.8869 7.8498 -1.7749
H 0.7833 10.1418 -0.5536
H 2.1344 8.9749 -0.3869
H 0.6656 9.0207 0.7740
H -0.9220 5.9587 -2.2644
H 1.8997 7.1921 0.7027
H 0.9577 4.5437 3.2806
H 2.4876 3.7318 3.6938
H 1.3623 3.0205 2.5806
H 2.3867 6.5132 2.8472
H 3.6171 6.5827 1.5797
H 3.9323 5.6977 3.1037
H 3.4391 2.8161 0.8169
H 4.4539 3.8324 1.7833
H 4.0294 4.4073 0.2002
Se 1.4035 -0.8052 -5.1958
N -0.1012 -0.5988 -4.0726
C -1.0128 -1.4471 -4.3900
C -2.3343 -1.5710 -3.8098
C -3.2563 -2.4556 -4.2855
C -2.8880 -3.3812 -5.2943
C -1.6117 -3.4672 -5.8182
C -0.6494 -2.4720 -5.4506
N 0.5402 -2.3039 -5.9776
H -2.5223 -0.9130 -3.0003
H -4.2816 -2.4238 -3.9938
H -3.7006 -3.9774 -5.7113
H -1.3010 -4.3575 -6.4197
C 6.0491 -4.1304 -4.5360
Si 5.2413 -2.9394 -3.2909
C 6.4695 -1.5580 -2.8290
C 4.6956 -3.7695 -1.7091
C 3.7152 -2.1930 -3.9838
C 2.5331 -1.9471 -4.2915
H 6.9414 -4.5798 -4.1463
H 6.3544 -3.5714 -5.4379
H 5.3769 -4.8976 -4.8940
H 7.4772 -1.9814 -2.7469
H 6.2310 -1.1676 -1.8638
H 6.4769 -0.7042 -3.4947
H 5.4428 -4.4495 -1.3312
H 3.7846 -4.3225 -1.7674
H 4.5447 -3.0503 -0.8755
*
```

Properties
* LUMO energy (alpha / beta): 0.0617 / 0.0617 hartree
* relative energy (zero: lowest compared OMol25 entry of this formula, charge and spin): 55.2 kcal/mol

Entry 2:
Density functional theory data (ωB97M-V/def2-TZVPD) for C8H8N4 as an isolated structure.

Structure (ORCA input):
```
! RIJCOSX wB97M-V def2-TZVPD def2/J DEFGRID3
* xyz 0 1
C -2.2430 -0.5440 -2.1827
C 0.2965 0.8467 2.7180
C -0.2396 -0.2395 2.0437
C 0.4109 2.1051 2.0507
C -0.5224 -0.0475 0.6696
C -0.2379 1.1712 0.0409
C -0.9455 -0.6363 -1.5721
C 0.2086 -1.1453 -2.2791
N -3.2890 -0.3680 -2.6476
N 0.1106 2.3051 0.7295
N -1.0608 -1.0361 -0.1918
N -0.4707 1.1295 -1.2724
H 0.6366 0.7439 3.7461
H -0.6326 -1.2263 2.3863
H 0.8225 3.0407 2.4030
H 0.2046 -0.5301 -3.1793
H 0.1083 -2.2366 -2.5450
H 1.0867 -0.8441 -1.8739
H -2.0466 -1.2569 0.1013
H -0.9459 1.8320 -1.7506
*
```

Properties
* LUMO energy: 0.0160 hartree
* relative energy (zero: lowest compared OMol25 entry of this formula, charge and spin): 60.8 kcal/mol

Entry 3:
Density functional theory data (ωB97M-V/def2-TZVPD) for one molecule with the formula C3H8N2OS.

Structure (ORCA input):
```
! RIJCOSX wB97M-V def2-TZVPD def2/J DEFGRID3
* xyz 0 1
C -1.0609 -0.9151 1.7692
C 0.2857 -0.3445 1.4071
C -1.8292 -0.5000 0.4787
N 1.3123 1.0973 -0.9017
N 1.5575 1.4808 -1.9903
O 2.2400 0.7161 -3.0542
S -0.4361 0.6720 0.0065
H -0.9993 -2.0657 1.8684
H -1.7206 -0.5221 2.5381
H 0.6525 0.3162 2.0885
H 1.1686 -1.0291 0.9785
H -2.0046 -1.1733 -0.4476
H -2.7348 0.0797 0.4510
H 1.3571 2.4675 -2.2951
H 2.2119 -0.2797 -2.8971
*
```

Properties
* LUMO energy: 0.0233 hartree
* relative energy (zero: lowest compared OMol25 entry of this formula, charge and spin): 158.9 kcal/mol

Entry 4:
Density functional theory data (ωB97M-V/def2-TZVPD) for one molecule with the formula C7H12FNOS.

Structure (ORCA input):
```
! RIJCOSX wB97M-V def2-TZVPD def2/J DEFGRID3
* xyz 0 3
C -1.0239 -0.3491 -2.2650
C 0.1241 0.0767 -1.7672
C -1.1901 -2.0457 -0.4821
C -0.3659 -1.1612 0.3865
C -1.9683 -1.2057 -1.4572
C 0.4679 -0.2052 -0.3817
C 1.5564 1.7692 1.8949
N 0.9383 2.8910 -0.1138
O -1.0205 1.6565 1.2068
F -2.5938 -2.1117 -2.3475
S 0.2654 1.7502 0.5974
H -1.4518 0.0254 -3.1893
H 0.7140 0.6362 -2.4452
H -0.5323 -2.7456 -0.9920
H -1.9127 -2.6719 0.1330
H -1.1534 -0.7090 0.8580
H 0.4112 -1.4692 1.2308
H -2.8695 -0.6423 -0.9179
H 1.5765 -0.3302 -0.2373
H 2.7021 1.6797 1.6543
H 1.4210 2.6259 2.6495
H 1.2693 0.7905 2.3629
H 0.6187 3.4428 -0.9543
*
```

Properties
* <S²>: 2.02
* LUMO energy (alpha / beta): 0.0255 / -0.1007 hartree

Entry 5:
Density functional theory data (ωB97M-V/def2-TZVPD) for C9H18OOsP as an isolated structure.

Structure (ORCA input):
```
! RIJCOSX wB97M-V def2-TZVPD def2/J DEFGRID3
* xyz 1 5
C -0.0350 -0.0347 -2.3728
C -0.4093 -1.2030 -3.1269
C 0.5873 -2.1621 -2.8742
C 1.7156 -1.5897 -2.2377
C 1.3475 -0.2554 -1.9032
Os -1.1735 1.6703 0.2922
P -0.3395 3.6592 -0.2411
H -0.6436 0.8482 -2.1362
H -1.3495 -1.3479 -3.6611
H 0.5353 -3.1910 -3.2268
H 1.9678 0.4679 -1.3815
H 2.6638 -2.0889 -2.0199
H -0.8391 4.8708 0.3359
H -0.2774 3.9702 -1.6570
H 1.0401 3.7834 0.1331
C 1.2094 -2.1391 1.4790
C -0.1851 -1.6168 1.2460
O -0.1309 -0.2425 0.8091
C -0.4168 0.8362 1.8739
C -1.8737 0.9291 2.2435
H 1.8245 -2.0152 0.5801
H 1.1313 -3.2062 1.7149
H 1.6895 -1.6509 2.3360
H -0.6588 -2.1554 0.4188
H -0.8136 -1.7193 2.1407
H 0.2082 0.6913 2.7481
H -0.0036 1.8592 1.3893
H -2.3780 -0.0375 2.2569
H -1.9025 1.3839 3.2366
H -2.4907 1.6857 1.6042
*
```

Properties
* <S²>: 6.03
* LUMO energy (alpha / beta): -0.1168 / -0.1896 hartree
* relative energy (zero: lowest compared OMol25 entry of this formula, charge and spin): 0.0 kcal/mol

Entry 6:
Density functional theory data (ωB97M-V/def2-TZVPD) for C56H44CoN5O2PS as an isolated structure.

Structure (ORCA input):
```
! RIJCOSX wB97M-V def2-TZVPD def2/J DEFGRID3
* xyz 0 2
Co -0.3187 0.2100 -0.0451
C -6.6985 0.4437 11.9295
O -6.2519 -0.7327 11.2996
C -5.4977 -0.6139 10.1744
C -5.1111 -1.8069 9.5548
C -4.3718 -1.7923 8.3937
C -3.9987 -0.5801 7.8062
C -4.3683 0.6042 8.4458
C -5.1052 0.5975 9.6144
C -3.3201 -0.5185 6.5255
N -2.5404 -1.4154 5.9620
C -2.2148 -0.9173 4.7358
C -2.8311 0.3220 4.5524
N -3.5078 0.5676 5.7088
C -2.7653 1.0713 3.3569
C -3.3609 2.3129 3.1506
C -3.2741 2.8843 1.8962
C -2.6091 2.1891 0.8868
N -1.9683 1.0558 1.0737
C -2.0063 0.4859 2.3030
C -1.2675 -0.7107 2.5054
N -0.4525 -1.1181 1.4897
C 0.2641 -2.2225 1.6640
C 0.2191 -2.9972 2.8071
C -0.6185 -2.6184 3.8540
C -1.3612 -1.4519 3.7189
H -7.3076 0.1193 12.7706
H -7.3162 1.0551 11.2632
H -5.8591 1.0444 12.2952
H -5.4169 -2.7353 10.0132
H -4.0899 -2.7163 7.9124
H -4.0584 1.5568 8.0411
H -5.3602 1.5372 10.0801
H -4.0905 1.3612 5.9161
H -3.8807 2.8109 3.9586
H -3.7047 3.8502 1.6907
H -2.6209 2.5938 -0.1152
H 0.9173 -2.4858 0.8396
H 0.8407 -3.8745 2.8819
H -0.6815 -3.1908 4.7677
O 0.7115 1.5676 1.9304
C 1.1520 0.8262 1.0683
C 2.5095 0.3700 0.9030
C 3.5349 0.6659 1.8217
C 4.8008 0.1672 1.6167
C 5.0785 -0.6459 0.5186
C 4.0921 -0.9227 -0.4154
C 2.8253 -0.3939 -0.2426
P 1.4343 -0.4568 -1.3960
C 1.8233 0.9277 -2.5122
C 1.2672 0.9337 -3.7904
C 1.4644 2.0116 -4.6318
C 2.1884 3.1111 -4.1985
C 2.7166 3.1232 -2.9184
C 2.5379 2.0391 -2.0787
C 1.9248 -1.8782 -2.4399
C 2.7947 -1.7499 -3.5205
C 3.2587 -2.8749 -4.1768
C 2.8691 -4.1387 -3.7658
C 1.9983 -4.2744 -2.6988
C 1.5325 -3.1512 -2.0411
H 3.3103 1.2775 2.6830
H 5.5975 0.3990 2.3103
H 6.0700 -1.0485 0.3884
H 4.3205 -1.5404 -1.2719
H 0.6719 0.0894 -4.1144
H 1.0260 2.0070 -5.6189
H 2.3328 3.9559 -4.8556
H 3.2523 3.9929 -2.5676
H 2.9509 2.0522 -1.0808
H 3.1236 -0.7748 -3.8468
H 3.9362 -2.7574 -5.0101
H 3.2583 -5.0146 -4.2642
H 1.6772 -5.2558 -2.3803
H 0.8576 -3.2554 -1.2057
C -0.2594 7.1323 0.5672
C 0.9339 6.3179 0.0419
C 1.9357 7.2836 -0.6128
C 1.6140 5.6335 1.2292
C 0.3834 5.3063 -0.9555
C -0.0405 5.7759 -2.2055
C -0.6720 4.9622 -3.1213
C -0.8690 3.6376 -2.7919
S -1.6922 2.4076 -3.7043
C -1.3562 1.2818 -2.4043
N -0.6897 1.7908 -1.3981
C -0.4132 3.1165 -1.5652
C 0.2081 3.9661 -0.6487
C -1.7280 -0.0957 -2.4440
C -2.4439 -0.6360 -3.5168
C -2.7520 -1.9778 -3.5293
C -2.3579 -2.7797 -2.4669
C -1.6531 -2.2390 -1.4003
C -1.3251 -0.8895 -1.3513
H 0.0929 7.9571 1.1819
H -0.9106 6.5018 1.1671
H -0.8446 7.5368 -0.2540
H 2.3805 7.9220 0.1491
H 1.4510 7.9352 -1.3357
H 2.7358 6.7401 -1.1100
H 2.0953 6.3784 1.8595
H 2.3686 4.9286 0.8891
H 0.8814 5.1059 1.8346
H 0.1228 6.8105 -2.4611
H -1.0161 5.3537 -4.0655
H 0.5001 3.5449 0.2985
H -2.7429 0.0168 -4.3251
H -3.3057 -2.4079 -4.3513
H -2.5990 -3.8353 -2.4673
H -1.3841 -2.8975 -0.5861
*
```

Properties
* <S²>: 0.78
* LUMO energy (alpha / beta): -0.0014 / -0.0005 hartree
* relative energy (zero: lowest compared OMol25 entry of this formula, charge and spin): 32.2 kcal/mol